# 1
{"formula": "C5H9NO", "method": "the ωB97M-V functional and the def2-TZVPD basis", "species": ["O", "C", "C", "C", "C", "N", "C", "H", "H", "H", "H", "H", "H", "H", "H", "H"], "xyz": [[1.887, 0.105, -1.372], [0.525, 0.459, -1.371], [0.104, 1.249, -0.105], [-0.275, -0.083, 0.481], [-1.176, -0.524, 1.493], [0.558, -0.856, 1.349], [-0.399, -0.698, -0.923], [2.039, -0.429, -0.576], [0.310, 0.917, -2.334], [-0.777, 1.879, -0.261], [0.887, 1.813, 0.406], [-2.064, -1.103, 1.199], [-1.336, -0.222, 2.502], [1.156, -0.180, 1.880], [-0.027, -1.723, -1.044], [-1.415, -0.609, -1.324]], "total_charge": 0, "largest_force_ev_per_a": 1.6, "de_lowest_kj_mol": 402.58, "energy_ha": -325.784222, "smiles": "O[C@H]1C[C@]2(CN2)C1", "multiplicity": 1}

# 2
{"formula": "C4H6O3S", "method": "the ωB97M-V functional and the def2-TZVPD basis", "species": ["C", "O", "C", "O", "C", "S", "O", "C", "H", "H", "H", "H", "H", "H"], "xyz": [[2.746, 0.035, -0.148], [1.328, 0.133, -0.356], [0.626, -0.902, 0.068], [1.089, -1.921, 0.479], [-0.859, -0.601, 0.054], [-2.001, -1.766, -0.232], [-1.126, 0.670, 0.247], [-2.497, 1.039, 0.075], [2.923, -0.209, 0.904], [3.130, 0.964, -0.453], [3.100, -0.797, -0.800], [-3.106, 0.486, 0.785], [-2.494, 2.084, 0.323], [-2.860, 0.786, -0.945]], "total_charge": 0, "largest_force_ev_per_a": 2.2, "de_lowest_kj_mol": 93.34, "energy_ha": -779.894728, "smiles": "COC(=O)C(=S)OC", "multiplicity": 1}

# 3
{"formula": "C14H19N5O5", "method": "the ωB97M-V functional and the def2-TZVPD basis", "species": ["C", "O", "C", "O", "C", "N", "C", "C", "N", "C", "C", "O", "C", "C", "N", "C", "C", "C", "O", "N", "C", "O", "N", "C", "H", "H", "H", "H", "H", "H", "H", "H", "H", "H", "H", "H", "H", "H", "H", "H", "H", "H", "H"], "xyz": [[1.292, 3.012, 2.015], [0.538, 2.244, 1.086], [1.087, 2.063, -0.116], [2.161, 2.486, -0.443], [0.165, 1.286, -1.041], [-0.752, 0.418, -0.354], [-0.514, -0.562, 0.548], [0.826, -0.891, 1.108], [1.876, -0.731, 0.123], [1.858, -1.790, -0.874], [2.908, -1.485, -1.944], [4.190, -1.364, -1.381], [4.206, -0.349, -0.403], [3.202, -0.645, 0.711], [-1.619, -1.175, 0.934], [-2.621, -0.567, 0.264], [-2.115, 0.434, -0.552], [-2.955, 1.250, -1.372], [-2.633, 2.155, -2.116], [-4.285, 0.870, -1.211], [-4.840, -0.121, -0.416], [-6.033, -0.315, -0.399], [-3.950, -0.853, 0.338], [-4.422, -1.910, 1.205], [0.819, 2.873, 2.984], [2.330, 2.673, 2.036], [1.273, 4.066, 1.732], [-0.436, 2.007, -1.610], [0.789, 0.725, -1.741], [0.774, -1.910, 1.527], [1.024, -0.203, 1.938], [0.866, -1.842, -1.327], [2.083, -2.769, -0.415], [2.965, -2.299, -2.669], [2.643, -0.552, -2.464], [5.223, -0.319, -0.009], [3.955, 0.620, -0.856], [3.219, 0.169, 1.438], [3.482, -1.584, 1.220], [-4.963, 1.395, -1.752], [-3.986, -2.860, 0.898], [-5.506, -1.947, 1.124], [-4.124, -1.702, 2.233]], "total_charge": 0, "largest_force_ev_per_a": 1.5, "de_lowest_kj_mol": 0.00, "energy_ha": -1194.940013, "smiles": "COC(=O)Cn1c(CN2CCOCC2)nc2c1c(=O)[nH]c(=O)n2C", "multiplicity": 1}

# 4
{"formula": "C15H12N3O8RuS8Sb", "method": "the ωB97M-V functional and the def2-TZVPD basis", "species": ["Ru", "O", "S", "O", "O", "C", "C", "C", "C", "C", "C", "S", "O", "O", "O", "H", "H", "H", "H", "S", "Sb", "S", "S", "S", "N", "C", "C", "C", "C", "C", "C", "S", "O", "O", "N", "C", "S", "C", "C", "N", "H", "H", "H", "H", "H", "H", "H", "H"], "xyz": [[1.483, -0.834, 1.097], [-0.523, -2.018, 3.966], [-0.741, -2.756, 2.758], [-0.974, -4.174, 2.898], [0.332, -2.527, 1.725], [-2.193, -2.110, 1.892], [-3.099, -3.087, 1.495], [-4.209, -2.773, 0.725], [-4.419, -1.468, 0.326], [-3.534, -0.479, 0.725], [-2.432, -0.774, 1.518], [-1.421, 0.659, 1.926], [-1.189, 0.683, 3.339], [-2.105, 1.801, 1.370], [-0.171, 0.401, 1.129], [-2.898, -4.107, 1.789], [-4.891, -3.559, 0.423], [-5.257, -1.209, -0.309], [-3.670, 0.543, 0.401], [4.909, 2.398, 2.171], [4.516, 0.185, 2.295], [2.184, -0.166, 3.095], [3.615, -0.676, 0.227], [5.883, -1.289, 3.298], [2.621, 4.747, -0.403], [1.697, 3.888, -1.024], [0.391, 3.795, -0.549], [-0.507, 2.914, -1.123], [-0.105, 2.130, -2.196], [1.180, 2.243, -2.708], [2.075, 3.128, -2.130], [-1.109, 0.760, -2.677], [-2.487, 1.083, -2.414], [-0.747, 0.382, -4.030], [-0.591, -0.260, -1.581], [0.221, -1.256, -1.788], [0.347, -2.225, -3.263], [1.485, -3.273, -2.479], [1.743, -2.841, -1.237], [1.073, -1.698, -0.847], [2.407, 4.885, 0.575], [3.568, 4.406, -0.485], [0.095, 4.367, 0.323], [-1.488, 2.770, -0.690], [1.482, 1.606, -3.529], [3.091, 3.197, -2.503], [1.925, -4.118, -2.981], [2.434, -3.295, -0.543]], "total_charge": -2, "largest_force_ev_per_a": 0.4, "de_lowest_kj_mol": 60.30, "energy_ha": -4865.808359, "multiplicity": 5}